# 1
{"formula": "C4H7NO", "method": "ωB97M-V/def2-TZVPD", "elements": ["H", "H", "H", "C", "H", "O", "H", "H", "C", "H", "C", "C", "N"], "coordinates": [[-0.27043, -0.54565, 2.39101], [1.67197, -0.08541, 1.05023], [0.47465, -1.37901, -1.96317], [-0.35294, -0.65181, -1.96572], [1.28013, 1.63590, 1.39833], [0.60892, 0.84044, -0.38693], [-1.06675, 0.98387, 1.97019], [-1.27527, -1.18509, -2.18503], [-0.37355, -0.08842, -0.58780], [-0.13731, 0.09687, -2.73362], [0.89718, 0.69537, 1.00598], [-0.42464, 0.17849, 1.58419], [-1.03196, -0.49555, 0.42233]], "forces_ev_per_a": [[-0.03, 0.18, -0.14], [-0.06, 0.23, 0.34], [-0.23, 0.20, -0.14], [-0.15, -0.21, -0.05], [-0.11, -0.06, 0.01], [-0.07, -0.06, -0.04], [0.05, -0.18, -0.18], [0.02, 0.06, -0.01], [0.01, -0.24, -0.02], [-0.11, -0.06, 0.25], [0.29, -0.14, 0.27], [0.07, 0.12, 0.16], [0.33, 0.16, -0.44]], "orbital_gap_ev": 10.555, "de_lowest_kcal_mol": 23.3, "smiles": "CC1=NCCO1", "energy_ha": -286.59459, "homo_energy_ev": -9.51, "fmax_ev_per_a": 0.57}

=====

# 2
{"formula": "C5H9NO", "method": "ωB97M-V/def2-TZVPD", "elements": ["H", "H", "O", "C", "C", "H", "C", "C", "C", "H", "H", "N", "H", "H", "H", "H"], "coordinates": [[0.49025, -1.95359, 0.09573], [-0.06321, 1.13914, -2.21164], [2.59139, 0.08692, -0.10306], [-0.50120, -1.53466, -0.07868], [1.86293, 0.33469, 0.81676], [-1.92676, 1.41767, -0.41831], [0.14792, 0.20377, -1.71631], [-0.37174, -0.09393, -0.49432], [-1.19813, 0.93347, 0.23196], [0.35632, -0.56764, -2.44232], [-1.03274, -1.66372, 0.86419], [1.65007, 0.86294, 1.88553], [-1.68072, 0.54904, 1.13063], [-0.54679, 1.73995, 0.56905], [-0.93948, -2.14529, -0.86817], [1.16188, 0.69124, 2.73895]], "forces_ev_per_a": [[0.14, -0.15, -0.02], [0.37, 0.54, 0.39], [-2.37, -0.19, 1.38], [0.86, -0.20, 0.41], [4.39, 0.56, -0.71], [-0.15, -0.28, 0.01], [-1.95, -0.54, 0.87], [-0.93, 0.14, -2.55], [0.65, 0.72, 0.45], [0.78, -0.34, 0.30], [-0.23, 0.05, -0.17], [-0.87, -0.10, -0.23], [-0.10, -0.12, -0.16], [-0.03, 0.14, 0.11], [-0.21, 0.07, 0.12], [-0.35, -0.29, -0.21]], "orbital_gap_ev": 9.569, "de_lowest_kcal_mol": 56.1, "smiles": "C=C(C)C.N=C=O", "energy_ha": -325.84817, "homo_energy_ev": -8.97, "fmax_ev_per_a": 4.48}

=====

# 3
{"formula": "C7H14I2NO2", "method": "ωB97M-V/def2-TZVPD", "elements": ["H", "C", "C", "H", "H", "C", "O", "C", "N", "H", "I", "H", "H", "C", "H", "C", "I", "H", "H", "H", "O", "H", "C", "H", "H", "H"], "coordinates": [[-0.79497, 0.81476, -1.32989], [0.31789, -0.04000, 1.08936], [3.58062, -0.94076, 0.61442], [-1.75553, -0.00031, 1.23159], [3.29309, -1.12077, 1.65846], [-2.95855, 1.00858, -0.58912], [-3.71542, 0.73517, 0.59416], [-4.09024, 0.08297, -0.57191], [-0.95973, 0.60760, 0.81344], [-0.26568, 2.18193, 2.06645], [0.12615, -2.20187, 1.10896], [4.03164, -3.18737, -1.66045], [-3.27173, 1.99693, -0.99230], [4.13279, -2.10151, -1.38330], [-1.56977, -0.62775, -0.71902], [-1.55529, 0.44869, -0.56462], [4.36391, 0.92305, 0.07074], [-5.09861, 0.40998, -1.14291], [-3.95506, -0.94556, -0.29152], [1.11846, 0.16599, 0.30318], [3.45422, -1.95340, -0.18371], [3.64836, -1.43724, -2.04984], [-0.90318, 1.96532, 1.21212], [-1.80707, 2.38749, 1.51633], [5.10540, -1.73230, -1.31613], [-0.47170, 2.56036, 0.51551]], "forces_ev_per_a": [[-1.26, 0.08, 0.92], [1.83, -1.16, -0.12], [0.01, -0.27, -0.98], [1.66, 1.68, 0.81], [-0.21, 0.20, -0.48], [-0.64, 0.42, -0.59], [0.37, 1.63, 1.21], [-2.83, -0.13, -1.39], [-2.11, -3.03, -0.78], [0.17, -1.01, 0.28], [-0.02, 0.67, -0.06], [0.29, 1.35, 0.14], [1.07, -0.65, 0.13], [-0.93, -1.40, -1.55], [-0.19, -0.08, 0.02], [1.50, 0.44, -1.52], [-0.36, -1.10, 0.32], [2.33, -0.83, 1.64], [-0.04, -0.79, -1.35], [-1.15, 0.13, 0.66], [-0.21, 0.79, 3.48], [-0.65, 0.27, -1.35], [0.30, 0.88, 3.05], [-1.93, 0.29, -0.02], [1.91, 0.08, 0.35], [1.06, 1.53, -2.82]], "orbital_gap_ev": [6.115, 3.777], "de_lowest_kcal_mol": 125.5, "energy_ha": -1075.21757, "homo_energy_ev": [-10.75, -9.64], "total_charge": 1, "fmax_ev_per_a": 3.78}

=====

# 4
{"formula": "C24H27CoFN4O5S2", "method": "ωB97M-V/def2-TZVPD", "elements": ["Co", "C", "H", "N", "H", "H", "H", "C", "H", "O", "C", "C", "H", "C", "H", "H", "C", "H", "O", "H", "C", "C", "H", "H", "O", "C", "H", "H", "C", "O", "H", "H", "H", "C", "C", "C", "C", "C", "C", "H", "C", "N", "H", "S", "H", "C", "C", "H", "F", "O", "N", "H", "C", "H", "H", "S", "H", "H", "C", "H", "C", "N", "C", "C"], "coordinates": [[-0.41482, 3.09987, -0.03249], [-0.72542, 5.66037, -1.44349], [2.49688, -6.55703, -0.46199], [0.26318, -4.57393, 0.00621], [-1.56372, 8.12957, -0.19099], [3.86268, -2.70263, 1.54561], [-1.65082, -4.47133, -0.79859], [-4.57922, 4.33057, 1.29381], [2.45018, -3.28613, -0.39129], [3.66968, 3.46427, 0.23711], [-4.80432, 2.55787, -0.80979], [3.31758, 0.66517, -0.07769], [4.89728, -1.31633, 1.86841], [-0.58852, -2.33623, 0.71351], [4.20908, -2.32343, -0.94249], [0.78578, -7.12693, -2.06299], [1.46478, -6.64623, -0.12319], [-1.49412, -6.62773, -1.72559], [-0.77192, 4.44767, -1.41099], [0.01018, 8.57547, -0.20849], [-3.54062, 2.81227, -0.27229], [1.03418, 0.99977, 0.61811], [-1.60252, -5.27803, 0.77491], [0.80228, 6.42507, -0.21579], [0.07288, 1.73607, 1.05101], [4.35128, -1.52853, -0.20209], [-6.70212, 4.48987, 1.20421], [-1.18692, -0.33293, 1.15441], [-1.06112, -5.13813, -0.16859], [-1.07532, 6.33227, -2.52699], [-1.00932, -7.34343, -0.17889], [1.32598, -7.61693, 0.34971], [-0.99582, 7.28747, -2.28549], [1.92438, -1.25903, 0.11221], [-5.93372, 3.15097, -0.29249], [-0.84292, -6.50923, -0.86109], [0.41098, -3.17133, 0.24131], [-0.39542, -0.98113, 0.82311], [-3.42322, 3.73137, 0.78741], [1.95498, -4.94333, 1.16741], [2.31778, 1.51717, 0.23761], [0.57278, -6.49793, -1.29109], [-0.70822, 6.13667, 0.63881], [-1.90152, 4.13597, 1.51681], [-4.46972, 5.01757, 2.11951], [1.67768, -2.61433, -0.04509], [-5.82042, 4.03517, 0.77721], [5.57458, -2.75583, 1.09821], [-1.79892, -2.86813, 1.06161], [1.49008, 3.72857, -0.06059], [-0.65582, 7.91827, -0.59259], [0.70348, -5.46103, -1.49269], [1.07418, -5.47463, 0.81221], [-6.90542, 2.92557, -0.70969], [-4.86672, 1.87727, -1.64399], [-2.18572, 1.92757, -0.89719], [4.28948, 1.05247, -0.34029], [5.17768, -0.90373, -0.54379], [-0.28182, 6.53487, -0.28929], [0.52098, -5.84523, 1.68581], [2.53228, 3.02527, 0.14341], [3.16748, -0.70393, -0.12479], [4.69708, -2.11913, 1.16481], [0.85658, -0.41423, 0.51041]], "forces_ev_per_a": [[-0.48, 2.03, -1.11], [-0.03, -0.01, 0.45], [-0.07, -0.04, -0.08], [-0.15, 0.57, 0.52], [0.10, 0.01, 0.03], [-0.03, -0.09, 0.11], [0.04, -0.08, 0.05], [0.04, -0.16, -0.12], [0.04, 0.01, -0.07], [0.57, -0.38, -0.03], [0.20, 0.08, 0.10], [-0.44, -0.50, 0.01], [0.04, 0.06, 0.11], [-0.53, 0.11, 0.07], [0.05, 0.15, 0.00], [0.00, 0.14, 0.06], [0.45, -0.06, 0.50], [0.12, -0.03, 0.00], [0.03, 0.42, -0.71], [-0.05, -0.04, -0.04], [-0.38, 0.11, 0.22], [-1.15, 2.14, 0.89], [0.10, 0.03, -0.14], [0.00, 0.02, -0.04], [2.14, -3.48, 0.25], [0.40, -0.47, 0.12], [-0.14, 0.08, 0.02], [-0.26, 0.28, 0.00], [-0.43, 0.06, -0.02], [-0.05, -0.26, -0.27], [0.12, 0.01, -0.11], [-0.06, 0.00, -0.15], [0.08, -0.18, 0.14], [-0.23, 0.68, 0.19], [-0.30, 0.12, 0.13], [-0.66, -0.08, 0.15], [1.31, 0.40, -0.31], [0.58, 0.05, -0.22], [-0.10, 0.03, -0.09], [-0.03, -0.14, 0.00], [-0.45, 0.35, -0.22], [0.12, 0.11, -0.49], [-0.04, -0.04, -0.24], [0.54, 0.01, 0.43], [-0.03, 0.10, 0.10], [-0.99, -0.82, 0.20], [-0.26, -0.04, -0.12], [0.11, -0.07, 0.01], [0.52, 0.18, -0.12], [-0.14, -0.32, 0.08], [0.01, 0.28, 0.22], [0.12, -0.58, -0.29], [0.12, 0.02, 0.17], [-0.09, -0.01, -0.06], [-0.08, -0.15, -0.13], [0.58, -0.60, -0.16], [0.16, 0.06, 0.10], [-0.16, -0.04, -0.09], [0.07, -0.07, 0.04], [0.03, 0.08, -0.08], [-0.28, 0.66, 0.02], [-0.24, 0.77, -0.06], [-0.06, 0.09, -0.25], [-0.40, -1.54, 0.31]], "orbital_gap_ev": [2.843, 2.805], "spin_multiplicity": 2, "de_lowest_kcal_mol": 22.6, "energy_ha": -3804.93355, "homo_energy_ev": [-4.51, -4.47], "fmax_ev_per_a": 4.09}

=====

# 5
{"formula": "C4H3GdO", "method": "ωB97M-V/def2-TZVPD", "elements": ["H", "C", "O", "C", "C", "H", "H", "C", "Gd"], "coordinates": [[-2.16715, 0.63070, 0.94739], [-0.29624, 1.05146, -0.15218], [2.15134, -0.62771, 0.09660], [0.97639, -1.10993, 0.08513], [-0.12840, -0.25381, -0.02580], [0.86971, -2.20051, -0.00373], [-2.27940, 0.41357, -0.89448], [-1.64422, 0.50524, -0.00665], [2.51797, 1.59100, -0.04628]], "forces_ev_per_a": [[0.28, -0.35, -0.14], [0.45, -1.07, 0.24], [-1.16, 0.34, 0.17], [1.12, -1.46, -0.88], [-0.79, 2.36, 0.24], [0.07, 0.22, 0.45], [0.27, -0.25, 0.23], [0.20, 0.41, -0.27], [-0.45, -0.19, -0.02]], "orbital_gap_ev": [8.418, 6.362], "spin_multiplicity": 8, "de_lowest_kcal_mol": 26.2, "energy_ha": -994.26441, "homo_energy_ev": [-18.74, -17.68], "total_charge": 2, "fmax_ev_per_a": 2.50}